(1)
Molecular formula: C15H43K2O10
Method: DFT, ωB97M-V with the def2-TZVPD basis set

Values from the calculation:
**Largest force on an atom**: 6.1 eV/A
**Highest occupied orbital energy (alpha / beta)**: -4.332 / -9.499 eV
**<S²>**: 0.750
**Orbital gap (alpha / beta)**: 4.041 / 9.043 eV
**2S+1**: 2

Each line ends with the natural charge from an NBO analysis.
Positions of all 70 atoms, in Å:
K (-0.19824, -3.02498, -4.24601)  0.67
K (-2.16576, -3.54197, -0.85497)  0.39
O (-1.13983, -1.20149, -0.31468)  -0.78
C (-0.02284, -0.84887, -0.92830)  0.96
O (0.45993, 0.19049, -0.48243)  -0.83
O (0.41484, -1.48167, -1.82819)  -0.81
H (-0.91215, -0.68486, 0.46176)  0.52
C (-4.27235, -0.48610, 3.33941)  -0.62
C (-4.15974, -0.46644, 1.87021)  -0.06
O (-4.38464, -1.70361, 1.30366)  -0.73
H (-4.12480, 0.53199, 3.69973)  0.21
H (-3.55118, -1.10638, 3.87164)  0.22
H (-5.28016, -0.83655, 3.56212)  0.21
H (-3.26331, 0.06402, 1.54909)  0.16
H (-5.02296, 0.11447, 1.54541)  0.15
H (-4.16990, -1.79298, 0.37226)  0.46
C (2.67456, 3.52061, -1.10079)  -0.63
C (2.14894, 3.21317, 0.29452)  -0.06
O (2.30876, 1.81285, 0.57568)  -0.78
H (2.66648, 4.60167, -1.23987)  0.21
H (1.99499, 3.12168, -1.85388)  0.20
H (3.67299, 3.11402, -1.26180)  0.22
H (1.08687, 3.42436, 0.41900)  0.16
H (2.67663, 3.84796, 1.00634)  0.17
H (1.72350, 1.25353, 0.05971)  0.52
C (3.32917, -5.26051, -1.85241)  -0.63
C (1.80074, -4.95037, -1.65490)  -0.07
O (1.03515, -5.65454, -2.61339)  -0.77
H (3.55149, -6.30281, -1.62378)  0.21
H (4.00655, -4.66136, -1.24390)  0.22
H (3.51844, -5.16364, -2.92147)  0.21
H (1.53739, -3.89411, -1.71027)  0.17
H (1.53824, -5.39248, -0.69380)  0.16
H (0.09278, -5.47862, -2.56247)  0.43
C (-1.88489, 2.62731, -1.76164)  -0.64
C (-2.72843, 3.45349, -0.77326)  -0.06
O (-2.16279, 4.67794, -0.78293)  -0.71
H (-0.86472, 2.50779, -1.39686)  0.23
H (-1.99985, 3.01016, -2.77569)  0.21
H (-2.45843, 1.72774, -1.98506)  0.20
H (-2.69579, 2.90499, 0.16812)  0.15
H (-3.76130, 3.61973, -1.07926)  0.15
H (-2.09115, 4.87569, 0.15375)  0.47
C (1.60865, 1.54845, -5.31352)  -0.63
C (2.03265, 0.70823, -4.13995)  -0.06
O (1.42490, -0.58048, -4.15292)  -0.80
H (0.53342, 1.64607, -5.46332)  0.21
H (2.07993, 1.28449, -6.26026)  0.21
H (1.99947, 2.52627, -5.03202)  0.21
H (1.76462, 1.18103, -3.19511)  0.17
H (3.10998, 0.56184, -4.06218)  0.16
H (1.33917, -0.87984, -3.24483)  0.50
C (-0.68533, 2.07023, 4.36060)  -0.63
C (0.04003, 2.14535, 3.01204)  -0.06
O (0.95687, 1.11754, 2.83220)  -0.77
H (-1.57833, 2.69426, 4.32541)  0.21
H (-0.01363, 2.27905, 5.19326)  0.21
H (-1.10132, 1.08053, 4.54913)  0.21
H (0.61784, 3.06926, 2.98713)  0.16
H (-0.70253, 2.14671, 2.21410)  0.14
H (1.37390, 1.26387, 1.97998)  0.51
C (1.35317, -2.72199, 2.43864)  -0.63
C (0.34749, -2.26658, 3.53633)  -0.06
O (-0.64580, -1.32998, 3.00544)  -0.78
H (0.79248, -3.21588, 1.64504)  0.19
H (2.07605, -3.41868, 2.86311)  0.21
H (1.88499, -1.81410, 2.15403)  0.22
H (1.00496, -1.80441, 4.27269)  0.17
H (-0.20722, -3.14492, 3.86635)  0.17
H (-0.32931, -0.42788, 2.91800)  0.50

Force components x, y, z for each atom (eV/Å):
0.3283 0.3521 0.1603
0.0567 -0.0816 0.1112
-1.7830 -1.3758 1.0402
0.8366 3.0056 0.7954
0.9314 1.9459 1.1395
1.0663 -4.0721 -4.3474
-1.2140 0.2147 1.3448
-0.0345 -0.3968 1.0848
-0.6464 1.8188 -0.9361
0.4157 -2.5852 -0.1241
-0.2458 0.0490 0.0919
0.1062 -0.1516 -0.2706
0.0189 0.0904 0.4340
0.3362 -0.3407 -0.2477
0.1125 0.8312 -0.1789
-0.0282 0.7609 0.0769
-0.7474 0.3599 0.0488
-0.1446 -0.9888 -0.6637
1.1367 0.9110 1.1770
0.2413 0.0980 -0.1115
0.0684 -0.1878 -0.0695
-0.0368 0.0710 0.1501
-0.1508 0.4441 -0.3270
0.2038 -0.5668 0.3673
-0.6108 -0.2059 -0.8499
-1.3597 -0.1111 -0.6467
0.8361 -0.7540 0.7738
0.8315 -0.5240 -1.4010
-0.2901 -0.0668 0.1274
-0.3044 0.2922 -0.1556
0.3924 0.3220 0.0265
0.4051 0.2081 0.3228
-0.1129 0.5587 0.4637
-0.4680 0.1885 0.4934
-2.2172 -0.3523 -0.5467
-0.1671 -2.6068 -1.9529
1.3704 2.7505 1.7802
-0.1925 -0.2635 -0.3170
0.8069 0.9663 0.0822
0.5722 -0.9853 0.7636
-0.0959 0.3225 0.4253
-0.3594 -0.8638 -0.1369
0.3288 0.9704 -0.0773
0.6392 0.6028 0.1821
-0.3408 -0.8145 0.5756
-0.1377 -0.3626 -0.9951
0.0114 -0.2225 0.2599
-0.0305 -0.2582 0.0649
-0.1280 0.3861 -0.3951
-0.2536 0.2773 -0.0123
0.2575 0.2440 -0.4497
-0.1834 0.0138 0.7828
0.0044 -0.6429 -0.4353
-0.2881 0.7734 0.7633
-0.4126 -1.3500 0.9521
0.2960 0.4871 0.2563
-0.1730 0.3131 -0.0323
0.1821 -0.3175 -0.1838
-0.3286 0.5089 -0.1560
-0.1670 0.1117 -0.2803
0.7492 0.1068 -0.6313
-0.9009 0.4978 0.8580
0.4395 0.6319 -1.7327
-0.0612 -1.5095 0.3274
0.3067 0.2144 -0.3345
-0.0209 -0.0900 0.0244
0.0051 -0.2141 -0.6179
-0.6664 0.0314 0.6046
-0.0378 0.3498 0.4663
1.0463 0.1803 0.2186

***

(2)
Molecular formula: C15H43O17
Method: DFT, ωB97M-V with the def2-TZVPD basis set

Values from the calculation:
**Largest force on an atom**: 6.4 eV/A
**Highest occupied orbital energy**: -5.140 eV
**Orbital gap**: 7.421 eV
**Total charge**: -1

Each line ends with the Löwdin charge.
Positions of all 75 atoms, in Å:
O (-1.60287, 0.05552, 0.54907)  0.10
C (-0.39057, -0.08557, 0.13351)  -0.85
O (0.46384, -0.59593, 0.86103)  0.05
O (-0.09952, 0.29262, -1.02021)  -0.05
H (-2.05857, 0.49882, -0.17025)  0.08
C (-2.31238, -3.02357, 2.56897)  -0.21
C (-2.53110, -1.99835, 3.69251)  -0.23
O (-1.63963, -0.89047, 3.52865)  -0.07
O (-2.67636, -2.44308, 1.30745)  -0.09
H (-2.87287, -3.95371, 2.66264)  0.11
H (-1.25580, -3.27186, 2.46848)  0.10
H (-2.56906, -2.46394, 4.67734)  0.11
H (-3.52880, -1.55977, 3.67415)  0.10
H (-1.75003, -0.41073, 2.70447)  0.05
H (-2.31172, -1.57230, 1.13310)  0.03
C (0.52622, -2.44821, -3.43351)  -0.23
C (0.98178, -3.92880, -3.14027)  -0.26
O (1.29839, -4.06550, -1.79365)  -0.05
O (-0.49231, -2.18018, -2.52309)  -0.07
H (0.15712, -2.29418, -4.44748)  0.11
H (1.33335, -1.74366, -3.23288)  0.11
H (1.81883, -4.27324, -3.74756)  0.10
H (0.24347, -4.60375, -3.57321)  0.10
H (0.50454, -4.16565, -1.26322)  0.08
H (-0.34022, -1.32774, -2.10859)  0.04
C (-2.74842, 4.58024, 0.54484)  -0.25
C (-3.72979, 5.28255, -0.39591)  -0.21
O (-4.87828, 4.41782, -0.64411)  -0.09
O (-1.87068, 3.68190, -0.11843)  -0.06
H (-3.13177, 4.18316, 1.48478)  0.12
H (-2.08782, 5.39593, 0.83872)  0.11
H (-3.18575, 5.63854, -1.27077)  0.12
H (-4.08412, 6.21745, 0.03825)  0.10
H (-5.27738, 4.10323, 0.17036)  0.07
H (-2.34089, 2.92313, -0.47164)  0.02
C (3.22817, -4.94033, 2.56039)  -0.21
C (2.03419, -4.63766, 1.63090)  -0.25
O (1.44120, -3.35941, 1.79594)  -0.05
O (4.20486, -3.87777, 2.37591)  -0.06
H (3.61154, -5.94803, 2.40017)  0.10
H (2.99913, -4.98825, 3.62498)  0.10
H (1.27834, -5.40128, 1.81441)  0.10
H (2.25102, -4.78706, 0.57319)  0.10
H (0.66799, -3.40131, 1.22849)  0.06
H (5.07003, -4.29251, 2.40859)  0.07
C (2.67507, 1.14273, -3.01880)  -0.27
C (3.93256, 1.80897, -3.72236)  -0.20
O (5.11756, 1.57546, -2.91933)  -0.09
O (2.07072, 2.02344, -2.15989)  -0.04
H (2.88566, 0.11460, -2.72439)  0.12
H (2.08098, 1.05232, -3.92819)  0.10
H (3.82389, 2.87384, -3.92810)  0.11
H (4.03102, 1.26770, -4.66333)  0.10
H (5.89058, 1.53764, -3.48732)  0.06
H (1.27570, 1.59382, -1.83591)  0.04
C (-3.05265, 1.88898, -2.75759)  -0.17
C (-1.71469, 2.16268, -3.43335)  -0.22
O (-0.93187, 0.97146, -3.52131)  -0.07
O (-2.97790, 1.59496, -1.33039)  -0.10
H (-3.45834, 0.95697, -3.15115)  0.12
H (-3.73795, 2.71400, -2.95207)  0.11
H (-1.26982, 2.98733, -2.87642)  0.12
H (-1.78118, 2.54515, -4.45188)  0.12
H (-0.57579, 0.88768, -2.63374)  0.01
H (-3.86640, 1.34900, -1.06266)  0.11
C (2.00016, 1.96122, 4.78362)  -0.19
C (1.06278, 2.12866, 3.53373)  -0.23
O (1.85369, 1.74440, 2.42392)  -0.06
O (2.78460, 0.70471, 4.86299)  -0.08
H (1.32255, 1.94782, 5.63729)  0.10
H (2.70434, 2.79313, 4.79631)  0.10
H (0.69578, 3.15226, 3.45854)  0.11
H (0.25456, 1.39780, 3.56057)  0.11
H (1.32344, 2.07081, 1.69324)  0.08
H (3.23364, 0.71339, 5.71145)  0.06

Force components x, y, z for each atom (eV/Å):
-3.6949 0.4125 1.5622
6.1134 -1.6948 0.3704
-1.1513 -0.2003 0.9239
-0.6538 1.3069 -2.9241
-0.5242 0.3388 -0.4860
0.2415 1.3636 -0.7889
-0.5254 0.5546 -1.2310
0.3553 -0.7231 1.6767
-1.0857 -1.0838 0.0316
-0.2510 0.1530 0.1664
0.2163 -0.0611 0.6608
1.2581 0.1998 0.2490
-0.5644 -0.3394 -0.6229
-0.1883 -0.3224 -0.3670
0.6075 0.1676 0.2673
0.6497 -0.8461 0.5821
-0.2724 1.2450 -1.5226
0.3559 -0.8428 0.3111
-0.9894 -0.4452 0.1236
0.1526 -0.2427 -0.3323
0.3857 -0.1659 -0.2308
0.7023 0.6494 0.1891
-0.8761 -0.1861 0.7873
-0.2204 0.3647 -0.2134
0.0960 0.5294 0.4226
1.5081 1.0399 -1.0084
-0.9450 -1.0315 1.7590
0.6179 0.5491 -1.4309
-0.0351 0.8393 0.5869
-0.6252 -0.2197 -0.1342
0.2189 0.1063 0.3489
-0.3911 -0.9185 -0.5488
-0.1596 0.0551 0.4652
0.3973 0.3204 0.2739
-0.3768 -0.4267 -0.1363
-0.1182 1.4988 -0.3329
-0.2994 -0.6020 0.2792
0.5768 -0.6990 0.5098
-0.2192 -1.1598 0.0182
0.2432 -0.0056 -0.7887
-0.6921 0.4620 0.0918
-0.2085 -0.4330 0.4270
0.8402 0.0802 -0.0832
-0.1056 0.7482 -0.0659
0.1160 0.1454 -0.0103
1.4461 1.2837 -3.1732
0.0966 -1.6711 1.5345
-0.3437 0.2381 -0.1742
0.0460 0.3624 0.8650
0.2613 0.1788 0.7694
-0.8393 -0.3581 -0.1428
-0.3795 0.0320 0.1905
0.1314 0.0330 -0.2129
-0.0617 0.0767 -0.0787
-0.3791 -0.2861 0.6730
-0.4572 -0.9034 -0.6442
0.1852 -0.6568 0.4953
-0.4513 1.4012 -0.3558
0.3075 0.5092 -0.4799
-0.1060 0.1626 -0.5945
-0.1068 0.1351 0.2687
0.6627 -0.1082 0.2763
-0.7727 -0.0770 -0.0278
0.3308 -0.8387 0.9420
-0.1639 0.0299 0.0024
-0.3547 -0.8057 -0.1307
1.9637 -2.2113 0.7365
-0.2255 1.2318 -0.1968
-1.1788 1.1759 -0.8694
0.1197 0.4553 0.3333
-0.0653 0.1388 0.1408
0.0053 0.1548 0.2683
-0.4255 0.1786 0.4877
0.3528 -0.4893 -0.7688
-0.0775 0.1474 0.0406

***

(3)
Molecular formula: C15H44Ag2N7O6
Method: DFT, ωB97M-V with the def2-TZVPD basis set

Values from the calculation:
**Largest force on an atom**: 2.2 eV/A
**Highest occupied orbital energy**: -11.313 eV
**Orbital gap**: 7.963 eV
**Total charge**: +1
**Relative energy (zero: lowest compared OMol25 entry of this formula, charge and spin)**: 0.000 eV

Each line ends with the Löwdin charge.
Positions of all 74 atoms, in Å:
Ag (-0.31225, -18.95558, -2.27096)  0.79
Ag (-3.25042, -19.00409, -0.12496)  0.77
C (-3.17391, -16.41906, -1.47377)  -0.33
O (-2.13495, -17.36617, -1.38129)  -0.51
H (-3.37829, -16.03126, -0.45882)  0.05
H (-2.98768, -15.54750, -2.11402)  0.06
H (-4.13381, -16.87419, -1.76224)  0.04
C (-3.46387, -13.25654, 0.08152)  -0.08
C (-4.97850, -12.94104, -0.04625)  -0.41
C (-5.38018, -12.22281, -1.34314)  -0.22
O (-4.48299, -11.16004, -1.51911)  -0.19
C (-4.42974, -10.74479, -2.88508)  -0.09
N (-5.80141, -14.08998, 0.33369)  0.04
H (-3.27151, -13.86632, 0.96900)  0.07
H (-2.86026, -12.37106, 0.30301)  0.08
H (-3.04544, -13.72179, -0.81520)  0.05
H (-5.04634, -12.20559, 0.76169)  0.14
H (-6.39125, -11.87398, -1.10225)  0.13
H (-5.40328, -12.90276, -2.20042)  0.13
H (-3.78402, -11.39863, -3.47015)  0.08
H (-4.07737, -9.71705, -2.90850)  0.09
H (-5.44050, -10.73524, -3.29728)  0.09
H (-5.40960, -14.39933, 1.21667)  0.07
H (-5.67110, -14.89239, -0.27641)  0.04
C (-3.09643, -18.76318, -6.34382)  -0.05
C (-3.44637, -19.44501, -5.02416)  -0.41
C (-3.70063, -20.95335, -5.04299)  -0.24
O (-4.84742, -21.23613, -5.79666)  -0.19
C (-5.13771, -22.63121, -5.88450)  -0.08
N (-2.41892, -19.13464, -4.01754)  0.03
H (-2.08204, -18.98793, -6.70240)  0.08
H (-3.05637, -17.68056, -6.22254)  0.08
H (-3.74450, -19.08921, -7.15872)  0.08
H (-4.40166, -18.98007, -4.76112)  0.14
H (-3.78033, -21.31772, -4.01354)  0.10
H (-2.81675, -21.46256, -5.45325)  0.13
H (-4.17375, -23.09563, -6.09476)  0.09
H (-5.87298, -22.79003, -6.66774)  0.09
H (-5.59107, -23.03362, -4.97472)  0.08
H (-1.54990, -19.08837, -4.54038)  0.04
H (-2.55055, -18.24645, -3.54522)  0.03
C (-6.66203, -20.88253, 0.81395)  -0.06
C (-5.70204, -21.27456, -0.30186)  -0.40
C (-5.77034, -20.36845, -1.55213)  -0.20
O (-5.40356, -19.06775, -1.18402)  -0.27
C (-6.53892, -18.18643, -1.11835)  -0.05
N (-4.35035, -21.24268, 0.33826)  0.00
H (-7.68681, -20.96803, 0.44839)  0.09
H (-6.37524, -19.93275, 1.26235)  0.08
H (-6.61666, -21.57370, 1.66127)  0.08
H (-5.91402, -22.27990, -0.68605)  0.14
H (-6.73940, -20.47275, -2.04532)  0.13
H (-5.13209, -20.89954, -2.27174)  0.11
H (-6.99365, -18.30568, -0.13060)  0.09
H (-7.27584, -18.45115, -1.87103)  0.10
H (-6.30843, -17.12275, -1.13386)  0.07
H (-4.43822, -22.01852, 0.99381)  0.09
H (-3.66059, -21.64628, -0.30508)  0.08
C (0.30331, -16.11805, -3.99725)  -0.63
O (0.08108, -17.33634, -4.01975)  -0.06
N (-0.39579, -15.27660, -3.19422)  0.19
N (1.26301, -15.53492, -4.78317)  0.17
H (-0.88734, -15.80834, -2.48049)  0.05
H (-0.25908, -14.28815, -3.21768)  0.11
H (1.67995, -16.17145, -5.44453)  0.11
H (1.05679, -14.60523, -5.10651)  0.10
C (0.80777, -15.63954, -0.06468)  -0.68
O (1.08968, -16.74488, -0.53465)  -0.02
N (-0.48224, -15.23065, 0.09759)  0.17
N (1.77838, -14.76204, 0.28808)  0.16
H (-1.23324, -15.88503, -0.04704)  0.06
H (-0.62026, -14.32078, 0.49538)  0.09
H (1.64481, -13.91534, 0.80547)  0.10
H (2.70741, -15.11074, 0.13117)  0.11

Force components x, y, z for each atom (eV/Å):
-0.4680 1.0596 0.0626
0.3998 0.2002 -0.3570
-0.4641 -0.5266 1.0141
-0.0659 -0.5527 0.2558
-0.0451 0.3259 -0.1926
0.2038 -0.1833 -0.1843
0.0870 0.1053 -0.4491
0.3514 0.3177 -0.3501
1.7618 0.1058 0.7780
-0.1932 -0.7054 1.5487
0.1145 0.1225 -0.7050
-0.4731 0.2817 0.6302
-0.1382 0.0984 -0.1000
-0.2590 -0.4095 -0.1841
-0.2681 0.2412 -0.4302
-0.0001 -0.1230 0.1551
-0.8390 0.0879 -0.1163
-0.1311 0.1710 -0.6604
0.0701 -0.0511 -0.0607
0.0510 -0.0592 -0.0960
0.2597 -0.0496 0.0123
0.0015 -0.0845 -0.2111
-0.3652 -0.0559 0.1560
0.1066 0.2548 -0.3119
0.7155 -0.6371 -0.5993
-0.5469 0.5023 0.0903
0.5024 0.1798 -0.2985
-0.5555 0.0252 0.0284
0.4535 0.6687 0.0515
0.3535 -0.5145 0.1236
0.0118 -0.3909 0.2827
-0.5393 0.0198 -0.0067
-0.2660 0.3425 0.1308
0.0386 -0.1184 0.5388
-0.1831 0.1073 0.1641
0.0272 -0.0971 -0.1942
-0.2762 -0.6962 -0.1389
0.2258 0.1093 -0.2683
0.2714 0.0898 0.2865
0.0555 0.3837 0.1239
-0.0787 0.0687 -0.1637
-0.1750 -0.7729 0.0055
-0.2107 0.3727 0.0267
0.1853 -1.9678 1.0264
-0.3564 0.9955 -1.2278
-0.4675 -0.1943 1.2037
0.2952 -0.6485 -1.0801
-0.0403 0.5966 0.1384
-0.3598 0.2835 -0.3739
0.1801 -0.2367 -0.1952
-0.0973 -0.0560 0.2567
-0.2775 0.4926 0.3983
0.7010 1.0271 -0.1198
-0.2528 -0.1998 -0.1186
0.0762 0.1741 -0.2005
0.6685 -0.1821 -0.5880
0.4111 0.5721 0.6748
-0.2129 0.1559 -0.1686
-0.1274 0.6396 -0.0115
0.4418 -0.2894 0.2978
0.0345 -1.5546 -0.4468
-0.3364 -0.4673 0.0220
-0.2186 0.6768 0.1867
0.0419 0.1540 0.4590
-0.0469 0.1880 -0.1339
0.2920 0.0780 -0.0992
-0.5318 -0.9587 -0.3087
-0.0641 0.1138 -0.0549
0.6472 0.5209 0.1916
0.3831 -0.0949 -0.2172
0.0308 -0.1939 -0.1338
-0.5049 -0.0342 0.0553
-0.0988 0.0118 0.0371
0.0837 0.1839 0.1438